No. 1
A structure of composition C8H11N3O at a distorted geometry. Source: OMol25; level of theory: the ωB97M-V functional and the def2-TZVPD basis.

```
23
Properties=species:S:1:pos:R:3:forces:R:3:mulliken_charge:R:1
C 1.645 1.218 -0.044 -0.38 -0.01 -0.04 0.734
C 0.474 -1.070 -0.276 -0.06 -0.49 0.00 -0.111
C 1.949 -1.198 -0.099 -0.25 -2.20 0.65 -0.506
C -0.377 -0.073 0.013 4.34 0.82 -0.23 -0.057
C 2.991 -0.325 -0.010 -0.09 0.99 -0.99 0.483
C -2.281 0.806 -1.256 0.49 -2.11 -2.69 -1.419
C -2.221 0.952 1.213 -0.81 -0.59 -1.64 -1.403
C -1.860 -0.013 0.014 -0.05 3.63 0.37 0.871
N 0.527 1.090 0.411 -1.38 0.37 0.01 -0.386
N 2.846 1.118 -0.426 -1.76 -1.33 0.76 -0.703
N 4.305 -0.612 0.251 2.03 1.07 1.46 -0.533
O -2.327 -1.328 0.078 2.50 0.24 0.32 -0.557
H 0.066 -2.035 -0.484 -0.55 -0.37 -0.28 0.383
H 2.079 -2.331 0.086 0.73 2.08 -0.15 0.125
H -1.873 0.162 -2.112 -1.13 0.49 0.75 0.374
H -3.366 0.970 -1.390 0.39 -0.35 0.31 0.383
H -1.796 1.741 -1.580 0.15 -0.04 1.36 0.348
H -3.293 1.181 1.357 0.23 -0.26 -0.69 0.359
H -1.724 1.881 0.834 -0.10 -0.65 1.67 0.362
H -1.971 0.384 2.085 1.00 0.61 0.99 0.374
H 4.968 0.173 0.596 -2.12 -1.52 -1.19 0.293
H 4.462 -1.411 0.847 -0.17 -0.22 -0.17 0.270
H -3.221 -1.280 -0.107 -3.03 -0.15 -0.58 0.317
```
Forces are in eV/Å.

Its charge is 0. Its multiplicity is 1. For the energy above the lowest of the compared OMol25 structures with the same formula, charge and spin, the calculation gives 76.21 kcal/mol. For the HOMO energy, the calculation gives -7.6253 eV. Its total energy is -14988.1425 eV.

***

No. 2
A cluster of 2 separate species, C5H8ClOP in total at a distorted geometry. Source: OMol25; level of theory: the ωB97M-V functional and the def2-TZVPD basis.

```
16
Properties=species:S:1:pos:R:3:forces:R:3:mulliken_charge:R:1
C 1.200 -0.751 -1.446 1.20 -0.46 -2.04 -0.091
P -0.180 -0.975 -0.592 -0.50 -0.37 0.84 -0.163
C 0.460 0.004 0.893 1.24 0.46 -1.68 -0.811
C 1.999 0.011 0.775 0.12 -2.12 -0.48 -0.548
C 2.330 -0.007 -0.807 1.88 -1.26 2.14 -0.564
H 1.419 -1.229 -2.475 -0.71 0.99 1.68 0.279
H 0.115 -0.226 1.881 -0.51 -0.10 0.29 0.457
H 0.217 0.992 0.542 -0.86 0.83 0.61 0.308
H 2.317 -1.029 1.130 -0.09 1.35 -0.31 0.257
H 2.490 0.744 1.451 -0.23 -0.18 -0.85 0.337
H 3.260 -0.656 -0.881 -0.89 0.69 -0.14 0.233
H 2.676 0.933 -1.241 -0.68 0.20 -0.05 0.311
O -4.750 0.844 1.386 -0.95 -0.09 2.87 -0.324
C -4.516 0.594 0.276 2.76 2.95 -1.50 0.164
Cl -5.320 -0.518 -0.667 -0.80 -1.41 -1.22 -0.103
H -3.717 1.269 -0.224 -0.98 -1.47 -0.16 0.259
```
Forces are in eV/Å.

Its charge is 0. Its multiplicity is 1. For the energy above the lowest of the compared OMol25 structures with the same formula, charge and spin, the calculation gives 66.03 kcal/mol. For the HOMO energy, the calculation gives -9.1167 eV. As for the SMILES: C1=PCCC1.O=CCl. Its total energy is -29171.3707 eV.

***

No. 3
A structure of composition C23H31BrClF5I2NO7. Source: OMol25; level of theory: the ωB97M-V functional and the def2-TZVPD basis.

```
71
Properties=species:S:1:pos:R:3:forces:R:3:mulliken_charge:R:1
C 0.901 3.414 -0.462 -0.03 0.17 -0.22 -1.309
C 0.073 4.153 0.591 -0.03 -0.03 -0.04 -0.409
I 1.346 5.496 1.681 0.08 0.07 -0.13 0.170
C -0.910 3.264 1.430 0.13 0.06 -0.06 -1.407
I -1.176 3.697 3.519 -0.22 -0.13 0.08 0.304
C -0.827 1.773 1.244 -0.13 -0.12 -0.03 0.420
C -1.924 1.059 0.738 0.20 -0.16 0.14 1.605
C -3.256 1.723 0.481 -0.17 0.21 0.01 -2.107
C -3.420 2.331 -0.911 -0.04 -0.07 0.00 -0.742
O -2.350 3.245 -1.162 -0.23 -0.04 -0.12 -0.195
C -1.811 3.232 -2.411 0.26 -0.06 -0.29 0.275
O -1.112 4.117 -2.789 0.04 0.15 0.16 -0.481
C -1.769 -0.315 0.526 0.06 0.19 0.32 1.033
C -2.931 -1.101 -0.022 0.17 -0.22 -0.32 -0.968
O -3.351 -0.939 -1.117 -0.06 -0.01 0.13 -0.458
O -3.382 -2.184 0.737 -0.08 0.40 0.17 -0.366
C -4.007 -1.998 1.959 -0.02 -0.01 -0.06 0.800
F -4.732 -3.085 2.169 0.04 0.00 -0.01 -0.286
F -4.822 -0.927 1.897 0.06 -0.08 0.04 -0.261
C -3.036 -1.809 3.183 0.08 0.11 -0.15 0.771
F -3.552 -2.343 4.269 -0.02 0.05 0.05 -0.252
F -1.857 -2.394 2.924 -0.14 -0.05 0.09 -0.235
F -2.811 -0.506 3.395 0.04 -0.12 -0.07 -0.247
C -0.560 -0.976 0.743 -0.01 0.06 0.17 0.834
C -0.381 -2.411 0.313 -0.09 0.04 -0.07 -2.246
C 0.158 -2.456 -1.115 0.05 -0.11 0.17 -0.131
O 0.747 -1.534 -1.602 0.05 0.17 -0.12 -0.414
C 0.498 -0.252 1.294 -0.14 -0.06 -0.24 0.869
C 1.818 -0.887 1.598 0.17 -0.29 0.11 -2.049
C 2.001 -1.227 3.109 0.05 0.23 -0.39 -0.662
C 3.448 -1.004 3.529 -0.16 -0.10 -0.21 -0.354
Cl 3.594 -0.988 5.301 0.03 -0.03 0.02 -0.196
N 0.299 1.071 1.559 -0.01 -0.20 -0.21 0.256
Br 1.698 1.988 2.380 -0.01 -0.03 0.17 0.097
H 0.313 2.626 -0.946 0.13 0.06 0.11 0.176
H 1.831 3.005 -0.071 -0.11 -0.07 -0.02 0.475
H 1.171 4.124 -1.246 -0.05 -0.08 0.08 0.453
H -0.579 4.848 0.063 0.05 -0.07 0.08 0.692
H -1.887 3.537 1.056 0.14 -0.01 0.02 0.579
H -4.062 0.999 0.604 0.04 -0.04 0.02 0.438
H -3.454 2.490 1.235 0.08 -0.12 -0.02 0.604
H -4.363 2.884 -0.938 0.09 -0.03 -0.03 0.326
H -3.456 1.560 -1.686 0.12 -0.01 0.09 0.517
H -1.997 2.327 -3.012 -0.25 0.01 0.12 0.294
H 0.326 -2.946 0.953 -0.10 -0.01 -0.06 0.656
H -1.313 -2.975 0.370 0.12 0.07 -0.02 0.756
H -0.009 -3.394 -1.669 0.02 -0.05 0.03 0.457
H 1.910 -1.809 1.028 0.05 0.21 -0.06 0.738
H 2.637 -0.258 1.236 -0.17 0.08 0.06 0.765
H 1.733 -2.275 3.251 -0.11 0.09 0.22 0.440
H 1.347 -0.603 3.722 0.01 -0.11 0.05 0.503
H 3.800 -0.042 3.154 0.07 -0.08 0.13 0.314
H 4.080 -1.799 3.135 0.04 0.12 0.04 0.137
C 5.907 -4.816 1.259 -0.01 0.09 0.04 -1.100
C 4.543 -4.452 0.710 0.08 0.01 -0.01 -0.265
O 4.269 -3.049 0.834 -0.09 0.01 0.01 -0.402
H 5.988 -4.530 2.307 -0.01 -0.03 0.01 0.281
H 6.083 -5.889 1.177 0.00 -0.01 -0.01 0.354
H 6.697 -4.302 0.706 0.00 -0.03 -0.02 0.338
H 3.757 -4.956 1.271 -0.02 0.01 0.00 0.279
H 4.457 -4.752 -0.338 -0.03 -0.03 0.01 0.293
H 4.945 -2.578 0.335 0.00 0.01 0.01 0.244
C -0.682 1.485 -7.254 -0.01 -0.08 0.06 -1.169
C -1.119 2.219 -6.003 0.07 0.02 -0.03 -0.236
O -0.986 1.410 -4.830 -0.03 -0.02 0.05 -0.418
H -1.260 0.570 -7.382 -0.02 0.02 -0.01 0.288
H -0.818 2.110 -8.137 0.01 0.01 0.00 0.352
H 0.374 1.211 -7.194 0.01 0.03 -0.02 0.343
H -2.175 2.480 -6.060 -0.01 0.01 0.02 0.295
H -0.552 3.146 -5.879 -0.04 0.02 0.00 0.301
H -0.058 1.169 -4.742 0.00 -0.03 -0.01 0.246
```
Forces are in eV/Å.

Its charge is +1. Its multiplicity is 1. For the HOMO energy, the calculation gives -11.6821 eV. Its total energy is -152522.6027 eV.

***

No. 4
An isolated molecule of C20H22N2O2S. Source: OMol25; level of theory: the ωB97M-V functional and the def2-TZVPD basis.

```
47
Properties=species:S:1:pos:R:3:forces:R:3:mulliken_charge:R:1
C -4.610 -0.481 0.503 0.16 -0.01 0.21 -1.503
C -3.336 -0.693 1.310 -0.15 0.02 -0.01 -0.295
C -2.208 -1.355 0.563 0.14 -0.02 0.10 0.260
C -2.400 -2.120 -0.581 -0.08 0.03 -0.04 -0.354
C -1.325 -2.726 -1.207 -0.01 -0.02 0.10 -1.012
C -0.041 -2.591 -0.714 0.12 -0.17 -0.07 -0.483
C 0.165 -1.821 0.425 -0.26 -0.10 -0.23 0.457
N 1.434 -1.599 0.981 -0.20 0.00 0.39 -0.086
C 2.645 -1.738 0.387 0.36 -0.02 0.43 0.423
O 2.836 -2.270 -0.689 0.08 -0.13 -0.26 -0.649
C 3.768 -1.050 1.152 -0.05 0.01 -0.15 -0.838
C 3.868 0.387 0.604 -0.04 -0.05 0.14 -0.591
C 2.507 1.042 0.800 0.36 0.12 -0.09 0.557
O 2.021 1.066 1.918 0.06 -0.06 0.34 -0.651
N 1.833 1.515 -0.283 -0.26 0.12 -0.09 0.328
C 2.311 1.545 -1.651 0.31 -0.11 -0.42 -1.332
C 1.801 0.345 -2.431 -0.41 0.05 0.03 0.089
S -0.020 0.421 -2.548 0.19 0.05 -0.06 -0.145
C -0.451 1.383 -1.135 0.29 -0.07 -0.11 1.129
C -1.799 1.704 -1.013 0.06 0.05 0.00 -0.836
C -2.254 2.457 0.048 -0.03 -0.04 -0.06 -0.742
C -1.357 2.915 0.999 0.06 0.03 0.05 -0.765
C -0.013 2.613 0.883 -0.03 0.10 0.06 -0.650
C 0.453 1.835 -0.170 -0.43 0.10 0.15 -0.191
C -0.917 -1.213 1.052 0.04 -0.11 -0.07 -0.305
H -5.084 -1.428 0.258 -0.09 -0.05 -0.09 0.409
H -5.319 0.108 1.081 -0.10 0.03 0.00 0.362
H -4.392 0.050 -0.420 -0.04 0.05 -0.15 0.316
H -3.569 -1.305 2.189 0.02 0.08 0.03 0.432
H -2.979 0.273 1.678 0.01 -0.07 0.05 0.287
H -3.388 -2.248 -0.992 -0.15 0.01 -0.04 0.348
H -1.488 -3.314 -2.097 -0.01 -0.06 -0.08 0.381
H 0.792 -3.064 -1.206 0.03 0.00 0.00 0.484
H 1.410 -1.058 1.838 0.18 -0.03 -0.19 0.286
H 4.705 -1.577 0.967 -0.11 -0.03 0.00 0.462
H 3.563 -1.026 2.222 0.04 0.03 -0.02 0.287
H 4.191 0.341 -0.432 0.03 0.02 0.02 0.261
H 4.604 0.946 1.185 -0.04 0.03 -0.08 0.405
H 3.399 1.587 -1.679 -0.12 0.03 0.03 0.542
H 1.930 2.466 -2.110 0.14 -0.11 0.08 0.397
H 2.167 0.358 -3.457 0.03 0.02 0.00 0.597
H 2.081 -0.598 -1.961 0.11 0.09 -0.03 -0.073
H -2.478 1.343 -1.771 -0.15 -0.02 -0.08 0.476
H -3.304 2.692 0.130 -0.12 0.02 0.00 0.441
H -1.699 3.515 1.829 -0.03 0.06 0.08 0.401
H 0.689 2.973 1.617 0.02 0.02 0.04 0.448
H -0.743 -0.604 1.929 0.02 0.12 0.11 0.235
```
Forces are in eV/Å.

Its charge is 0. Its multiplicity is 1. For the energy above the lowest of the compared OMol25 structures with the same formula, charge and spin, the calculation gives 1.05 kcal/mol. For the HOMO energy, the calculation gives -7.8939 eV. As for the SMILES: CCc1cccc(NC(=O)CCC(=O)N2CCSc3ccccc32)c1. Its total energy is -39009.2579 eV.